Entry 1:
{
  "formula": "C22H22N4O3",
  "method": "ωB97M-V/def2-TZVPD",
  "elements": ["C", "O", "C", "C", "C", "C", "C", "C", "C", "C", "C", "C", "N", "C", "C", "C", "C", "C", "O", "N", "C", "C", "O", "C", "C", "C", "C", "N", "N", "H", "H", "H", "H", "H", "H", "H", "H", "H", "H", "H", "H", "H", "H", "H", "H", "H", "H", "H", "H", "H", "H"],
  "coordinates": [[-7.518, -1.942, 0.658], [-6.323, -1.296, 0.293], [-6.310, 0.067, 0.205], [-7.444, 0.856, 0.361], [-7.361, 2.236, 0.290], [-6.142, 2.852, 0.076], [-5.010, 2.077, -0.080], [-5.068, 0.687, -0.032], [-3.821, -0.066, -0.200], [-3.754, -1.345, -0.789], [-2.526, -1.942, -0.877], [-1.411, -1.232, -0.378], [-0.180, -1.820, -0.433], [1.059, -1.367, -0.004], [1.258, -0.116, 0.580], [2.526, 0.264, 0.975], [3.615, -0.584, 0.801], [4.981, -0.214, 1.281], [5.504, -0.773, 2.226], [5.587, 0.810, 0.621], [5.154, 1.338, -0.649], [5.977, 0.674, -1.775], [7.226, 0.218, -1.305], [7.798, 1.101, -0.369], [6.968, 1.126, 0.930], [3.412, -1.838, 0.237], [2.151, -2.222, -0.170], [-1.551, -0.006, 0.120], [-2.718, 0.548, 0.205], [-7.268, -3.000, 0.726], [-8.299, -1.806, -0.098], [-7.884, -1.595, 1.629], [-8.405, 0.400, 0.541], [-8.258, 2.824, 0.410], [-6.075, 3.928, 0.030], [-4.045, 2.532, -0.241], [-4.639, -1.824, -1.172], [-2.398, -2.919, -1.323], [-0.172, -2.753, -0.824], [0.413, 0.537, 0.719], [2.671, 1.230, 1.436], [5.324, 2.420, -0.640], [4.092, 1.153, -0.799], [5.468, -0.213, -2.157], [6.121, 1.388, -2.602], [8.804, 0.725, -0.177], [7.875, 2.109, -0.802], [7.030, 2.112, 1.406], [7.314, 0.368, 1.636], [4.249, -2.509, 0.117], [2.004, -3.197, -0.614]],
  "forces_ev_per_a": [[-0.24, -0.13, 0.05], [0.28, 0.27, -0.08], [0.14, 0.25, -0.01], [-0.14, -0.27, 0.02], [0.08, 0.05, 0.00], [-0.10, 0.10, 0.02], [-0.11, -0.16, -0.04], [-0.39, 0.11, 0.04], [0.36, -0.52, -0.15], [0.42, 0.09, 0.05], [0.01, 0.28, 0.11], [-0.93, 0.07, -0.15], [0.03, -0.56, -0.24], [0.38, 0.21, 0.15], [-0.12, 0.12, 0.04], [0.31, -0.28, -0.05], [-0.19, -0.10, 0.12], [-0.09, 0.16, 0.01], [0.03, -0.28, 0.15], [0.10, 0.15, 0.03], [0.06, -0.02, -0.35], [-0.21, 0.14, -0.11], [0.10, -0.21, 0.05], [0.02, 0.16, 0.03], [0.19, -0.15, 0.15], [-0.01, 0.15, 0.03], [-0.06, 0.04, 0.00], [1.25, -0.65, -0.13], [-1.17, 0.47, 0.16], [-0.07, 0.07, 0.01], [0.04, 0.01, 0.05], [0.01, 0.00, -0.05], [-0.06, -0.07, 0.02], [-0.07, 0.04, 0.01], [0.01, 0.09, -0.01], [0.06, 0.04, -0.02], [-0.03, -0.04, 0.02], [-0.02, -0.06, -0.03], [-0.03, 0.25, 0.10], [0.10, 0.01, 0.02], [0.00, 0.11, 0.03], [-0.09, -0.07, -0.01], [0.13, 0.12, -0.04], [-0.02, 0.10, 0.01], [-0.05, -0.09, 0.06], [-0.05, 0.14, 0.03], [0.04, -0.07, 0.02], [0.07, -0.06, 0.00], [-0.01, 0.18, -0.10], [0.07, -0.09, 0.00], [-0.02, -0.10, -0.05]],
  "nbo_charge": [-0.2501, -0.5071, 0.2983, -0.2971, -0.1848, -0.2401, -0.1728, -0.0531, 0.1069, -0.1714, -0.2399, 0.3514, -0.5631, 0.1555, -0.2095, -0.1977, -0.1588, 0.6792, -0.6126, -0.4291, -0.2554, -0.0753, -0.5199, -0.0817, -0.2525, -0.1618, -0.2536, -0.2851, -0.1893, 0.2002, 0.1765, 0.1815, 0.2165, 0.2132, 0.2151, 0.2356, 0.2374, 0.2114, 0.3932, 0.2581, 0.2187, 0.1932, 0.2388, 0.1915, 0.1647, 0.2034, 0.1559, 0.1909, 0.2463, 0.2242, 0.2043],
  "e_homo_ev": -7.781,
  "orbital_gap_ev": 8.346,
  "smiles": "COc1ccccc1-c1ccc(Nc2ccc(C(=O)N3CCOCC3)cc2)nn1"
}

Entry 2:
{
  "formula": "C22H22N6OS2",
  "method": "ωB97M-V/def2-TZVPD",
  "elements": ["O", "C", "C", "C", "C", "C", "C", "N", "C", "C", "N", "N", "C", "S", "C", "C", "N", "C", "C", "C", "C", "C", "C", "S", "N", "C", "C", "C", "C", "C", "N", "H", "H", "H", "H", "H", "H", "H", "H", "H", "H", "H", "H", "H", "H", "H", "H", "H", "H", "H", "H", "H", "H"],
  "coordinates": [[3.919, 0.271, 1.766], [4.072, -0.427, 0.778], [5.362, -0.407, -0.014], [6.137, -1.725, 0.090], [5.664, -2.791, -0.896], [4.225, -3.239, -0.661], [3.215, -2.103, -0.833], [3.106, -1.268, 0.346], [1.863, -1.361, 1.097], [0.745, -0.817, 0.282], [-0.096, -1.564, -0.371], [-0.853, -0.787, -1.162], [-0.445, 0.442, -1.006], [-1.055, 1.847, -1.793], [-2.635, 1.100, -2.356], [-3.324, 0.425, -1.237], [-3.337, 0.837, -0.029], [-4.038, 0.006, 0.794], [-4.223, 0.178, 2.162], [-4.962, -0.758, 2.855], [-5.518, -1.859, 2.207], [-5.346, -2.050, 0.850], [-4.604, -1.116, 0.147], [-4.204, -1.075, -1.542], [0.567, 0.502, -0.078], [1.169, 1.703, 0.301], [1.628, 1.958, 1.589], [2.189, 3.200, 1.828], [2.243, 4.134, 0.803], [1.709, 3.791, -0.428], [1.190, 2.602, -0.672], [5.962, 0.400, 0.410], [5.160, -0.168, -1.060], [6.061, -2.105, 1.111], [7.191, -1.521, -0.106], [6.322, -3.659, -0.815], [5.756, -2.403, -1.913], [3.982, -4.029, -1.374], [4.125, -3.653, 0.344], [2.221, -2.518, -1.018], [3.486, -1.494, -1.702], [1.638, -2.410, 1.313], [2.010, -0.815, 2.029], [-2.423, 0.393, -3.158], [-3.222, 1.935, -2.740], [-3.789, 1.035, 2.651], [-5.114, -0.637, 3.917], [-6.091, -2.576, 2.774], [-5.773, -2.903, 0.346], [1.545, 1.230, 2.375], [2.572, 3.435, 2.809], [2.677, 5.109, 0.961], [1.692, 4.482, -1.259]],
  "forces_ev_per_a": [[0.18, 0.16, 0.35], [0.26, 0.14, -0.19], [0.15, 0.09, 0.24], [0.03, -0.02, -0.30], [-0.05, -0.13, 0.33], [0.06, 0.14, -0.30], [0.19, -0.38, -0.15], [-0.26, -0.03, 0.13], [0.05, 0.16, 0.19], [-0.05, -0.10, 0.15], [0.62, -0.70, 0.78], [-0.33, 0.68, -0.72], [0.22, -0.09, 0.04], [-0.82, 0.35, -0.71], [0.78, 0.16, -0.01], [-0.83, -0.70, 0.01], [0.45, 0.82, -0.10], [-0.53, -0.84, -0.06], [0.01, -0.01, -0.05], [0.03, 0.08, 0.10], [-0.07, -0.13, -0.05], [-0.05, -0.08, 0.05], [0.16, 0.29, -0.03], [0.10, 0.39, 0.34], [-0.61, -0.73, -0.39], [0.41, 0.76, 0.42], [-0.15, 0.03, -0.20], [-0.05, -0.03, -0.18], [-0.02, -0.04, 0.04], [0.16, 0.23, 0.20], [0.26, -0.45, 0.07], [-0.17, -0.02, -0.05], [0.01, 0.03, -0.06], [0.08, -0.01, 0.06], [-0.01, 0.00, 0.08], [0.03, 0.00, -0.08], [0.04, -0.01, -0.07], [-0.03, -0.06, 0.02], [-0.06, -0.08, 0.03], [0.09, 0.12, -0.04], [-0.11, -0.07, -0.01], [-0.05, 0.13, -0.01], [-0.04, -0.19, -0.10], [-0.10, 0.04, -0.03], [0.02, -0.04, -0.02], [0.05, 0.10, 0.06], [-0.01, 0.01, 0.09], [-0.05, -0.06, 0.05], [-0.07, -0.12, 0.00], [0.02, -0.09, 0.02], [0.04, 0.01, 0.08], [0.03, 0.09, 0.00], [0.04, 0.15, -0.02]],
  "nbo_charge": [-0.6505, 0.6956, -0.5007, -0.3902, -0.3926, -0.4076, -0.2300, -0.4419, -0.2600, 0.3104, -0.2722, -0.3351, 0.1898, 0.3558, -0.5929, 0.1308, -0.4732, 0.1786, -0.2248, -0.2175, -0.2159, -0.2029, -0.2452, 0.3799, -0.3944, 0.3528, -0.2186, -0.1451, -0.2573, 0.0523, -0.4347, 0.2404, 0.2157, 0.2048, 0.2138, 0.2110, 0.1935, 0.2141, 0.2032, 0.2377, 0.1984, 0.2305, 0.2508, 0.2441, 0.2511, 0.2228, 0.2131, 0.2134, 0.2174, 0.2344, 0.2250, 0.2231, 0.1993],
  "e_homo_ev": -8.345,
  "orbital_gap_ev": 9.018,
  "smiles": "O=C1CCCCCN1Cc1nnc(SCc2nc3ccccc3s2)n1-c1ccccn1"
}

Entry 3:
{
  "formula": "C22H22O8",
  "method": "ωB97M-V/def2-TZVPD",
  "elements": ["C", "C", "O", "C", "C", "O", "C", "O", "C", "O", "C", "C", "C", "C", "C", "O", "C", "O", "C", "C", "C", "C", "O", "C", "C", "C", "C", "O", "C", "C", "H", "H", "H", "H", "H", "H", "H", "H", "H", "H", "H", "H", "H", "H", "H", "H", "H", "H", "H", "H", "H", "H"],
  "coordinates": [[-5.150, -1.640, 1.637], [-6.569, -1.092, 1.514], [-7.380, -1.758, 0.560], [-6.923, -1.776, -0.767], [-6.799, -0.395, -1.424], [-5.481, 0.121, -1.212], [-5.349, 1.360, -0.772], [-6.245, 2.138, -0.583], [-3.881, 1.714, -0.545], [-3.155, 0.543, -0.259], [-1.817, 0.632, -0.068], [-1.168, -0.582, 0.221], [0.184, -0.607, 0.431], [0.949, 0.565, 0.356], [2.394, 0.524, 0.599], [2.998, -0.485, 0.922], [3.031, 1.844, 0.438], [4.363, 2.008, 0.673], [5.226, 1.024, 0.228], [5.061, 0.392, -1.000], [5.990, -0.531, -1.426], [7.107, -0.830, -0.647], [7.964, -1.754, -1.168], [9.097, -2.116, -0.417], [7.277, -0.181, 0.570], [6.338, 0.739, 1.003], [2.289, 2.939, 0.164], [0.955, 2.945, -0.004], [0.296, 1.768, 0.073], [-1.085, 1.803, -0.138], [-5.175, -2.723, 1.731], [-4.685, -1.222, 2.526], [-4.546, -1.365, 0.776], [-6.538, -0.013, 1.307], [-7.110, -1.240, 2.452], [-7.678, -2.356, -1.303], [-5.955, -2.287, -0.854], [-6.941, -0.483, -2.505], [-7.536, 0.302, -1.014], [-3.828, 2.438, 0.278], [-3.513, 2.196, -1.463], [-1.763, -1.479, 0.273], [0.702, -1.526, 0.657], [4.201, 0.620, -1.614], [5.871, -1.037, -2.371], [9.617, -2.866, -1.011], [9.761, -1.261, -0.252], [8.817, -2.550, 0.549], [8.130, -0.385, 1.198], [6.461, 1.241, 1.949], [2.723, 3.925, 0.083], [-1.534, 2.760, -0.348]],
  "forces_ev_per_a": [[-0.37, 0.05, -0.19], [0.14, -0.02, 0.21], [-0.05, -0.02, 0.06], [0.10, 0.32, -0.24], [-0.59, -0.35, 0.13], [0.26, -0.32, -0.08], [0.30, 0.29, 0.20], [0.08, 0.11, 0.00], [-0.18, 0.24, -0.04], [0.15, -0.09, 0.03], [0.37, 0.09, 0.05], [-0.07, -0.01, -0.01], [-0.13, 0.15, -0.06], [-0.13, 0.38, -0.10], [0.06, 0.04, 0.16], [-0.19, 0.19, 0.00], [-0.27, 0.15, -0.14], [-0.19, 0.11, 0.26], [0.59, -0.27, -0.26], [0.02, 0.23, 0.19], [0.20, -0.10, 0.09], [-0.14, 0.13, 0.02], [-0.20, 0.04, -0.15], [0.13, -0.04, 0.08], [0.21, -0.28, -0.17], [-0.52, 0.30, -0.14], [0.72, -0.37, 0.11], [-0.21, 0.11, -0.03], [-0.11, -0.90, 0.12], [-0.14, 0.18, -0.05], [0.03, -0.11, 0.05], [0.09, 0.05, 0.10], [0.09, -0.02, -0.02], [-0.08, -0.05, 0.03], [0.10, 0.13, -0.06], [0.13, 0.06, -0.07], [-0.08, -0.03, -0.05], [0.03, 0.03, 0.10], [0.09, -0.14, -0.11], [-0.04, -0.12, -0.14], [-0.02, -0.04, 0.11], [-0.07, -0.13, 0.01], [0.03, -0.09, 0.02], [-0.06, 0.01, -0.06], [-0.02, -0.06, -0.12], [0.00, 0.05, 0.08], [-0.03, -0.03, 0.01], [0.01, 0.03, -0.02], [0.09, -0.04, 0.03], [0.00, 0.05, 0.11], [0.00, 0.00, -0.03], [-0.10, 0.10, -0.03]],
  "nbo_charge": [-0.6570, -0.0635, -0.5276, -0.0875, -0.1233, -0.4985, 0.7831, -0.5870, -0.1674, -0.4775, 0.3494, -0.2720, -0.1160, -0.2606, 0.4847, -0.5610, 0.1162, -0.4737, 0.2780, -0.2471, -0.2247, 0.2683, -0.4940, -0.2512, -0.2422, -0.2468, 0.1438, -0.4377, 0.4205, -0.3768, 0.2117, 0.2181, 0.2179, 0.1583, 0.1909, 0.1998, 0.1769, 0.1965, 0.2238, 0.2101, 0.2066, 0.2307, 0.2436, 0.2185, 0.2227, 0.1991, 0.1734, 0.1754, 0.2105, 0.2226, 0.2104, 0.2316],
  "e_homo_ev": -7.873,
  "orbital_gap_ev": 8.046,
  "smiles": "CCOCCOC(=O)COc1ccc2c(=O)c(Oc3ccc(OC)cc3)coc2c1"
}

Entry 4:
{
  "formula": "C22H23AsCrN2O6S3",
  "method": "ωB97M-V/def2-TZVPD",
  "elements": ["Cr", "C", "N", "C", "C", "N", "C", "C", "C", "C", "C", "C", "C", "S", "C", "C", "C", "C", "C", "C", "S", "H", "H", "H", "H", "H", "H", "H", "H", "H", "H", "H", "H", "H", "H", "H", "H", "H", "H", "O", "As", "O", "O", "C", "C", "C", "C", "C", "C", "S", "O", "O", "O", "H", "H", "H", "H", "H"],
  "coordinates": [[-0.611, 0.708, -0.515], [2.282, -0.206, -1.633], [1.679, 0.609, -0.531], [1.853, -0.049, 0.787], [1.115, 0.757, 1.841], [-0.343, 0.686, 1.603], [-0.866, -0.595, 2.150], [-1.099, 1.765, 2.228], [-0.725, 2.268, 3.464], [-1.491, 3.244, 4.085], [-2.645, 3.697, 3.461], [-3.020, 3.189, 2.230], [-2.256, 2.215, 1.582], [-2.744, 1.560, 0.035], [2.340, 1.919, -0.509], [3.722, 1.984, -0.353], [4.378, 3.201, -0.340], [3.636, 4.369, -0.490], [2.267, 4.306, -0.644], [1.585, 3.079, -0.652], [-0.151, 3.020, -0.792], [2.799, -1.075, -1.225], [1.508, -0.540, -2.307], [2.990, 0.403, -2.188], [1.474, -1.068, 0.701], [2.914, -0.113, 1.053], [1.361, 0.378, 2.839], [1.418, 1.803, 1.786], [-0.682, -0.616, 3.230], [-1.932, -0.651, 1.944], [-0.392, -1.439, 1.660], [0.171, 1.902, 3.949], [-1.189, 3.643, 5.045], [-3.253, 4.460, 3.931], [-3.911, 3.555, 1.736], [4.292, 1.067, -0.257], [5.453, 3.239, -0.221], [4.133, 5.332, -0.487], [1.686, 5.213, -0.756], [-0.886, 0.222, -2.445], [-1.761, -1.513, -2.057], [-3.074, -1.122, -2.950], [-1.460, -1.096, -0.441], [-1.942, -3.467, -1.966], [-3.184, -4.087, -2.019], [-3.256, -5.470, -1.914], [-2.101, -6.231, -1.770], [-0.858, -5.616, -1.744], [-0.807, -4.236, -1.838], [0.686, -3.302, -1.934], [1.624, -3.987, -2.783], [0.141, -2.067, -2.621], [1.135, -3.016, -0.589], [-1.602, 0.714, -2.872], [-4.071, -3.484, -2.158], [-4.221, -5.961, -1.958], [-2.169, -7.309, -1.702], [0.056, -6.191, -1.678]],
  "forces_ev_per_a": [[-0.47, 0.32, -0.08], [-0.01, 0.02, 0.01], [0.07, 0.03, -0.01], [0.04, 0.05, 0.01], [0.01, -0.06, 0.03], [0.00, -0.16, 0.04], [-0.06, 0.01, 0.09], [0.01, 0.13, 0.00], [0.00, 0.04, -0.01], [0.01, -0.01, 0.01], [0.00, 0.02, 0.02], [0.00, 0.00, -0.01], [0.02, -0.03, 0.01], [-0.16, -0.01, 0.05], [-0.01, -0.01, 0.02], [-0.03, 0.00, 0.01], [0.03, -0.01, 0.01], [0.04, 0.02, 0.00], [-0.05, 0.00, 0.00], [-0.01, -0.02, 0.00], [0.08, -0.04, 0.01], [-0.03, -0.02, -0.01], [0.00, -0.01, -0.03], [0.00, -0.01, 0.00], [-0.04, 0.00, 0.00], [-0.01, 0.00, 0.00], [0.00, -0.01, -0.02], [-0.01, -0.01, 0.01], [-0.02, 0.00, -0.02], [0.00, 0.00, 0.01], [0.03, -0.02, -0.01], [0.00, 0.00, 0.01], [0.01, 0.00, 0.00], [0.00, 0.00, 0.00], [-0.01, 0.00, -0.02], [0.01, -0.01, 0.00], [0.00, 0.00, 0.00], [0.00, 0.01, 0.00], [-0.01, 0.01, 0.00], [0.00, 0.12, 0.00], [0.35, -0.20, 0.04], [0.04, 0.11, -0.09], [0.48, -0.22, -0.08], [-0.48, 0.08, 0.17], [0.05, -0.02, 0.08], [-0.02, 0.03, -0.01], [0.02, 0.00, 0.00], [0.03, -0.04, 0.03], [0.09, 0.03, -0.12], [0.19, -0.31, 0.11], [-0.04, 0.00, -0.02], [-0.24, 0.18, -0.12], [0.00, 0.01, -0.03], [0.09, 0.02, -0.08], [0.00, 0.01, 0.00], [0.00, -0.01, 0.00], [0.00, -0.01, 0.00], [0.00, -0.01, 0.00]],
  "nbo_charge": [1.1502, -0.4255, -0.5176, -0.2288, -0.2390, -0.4969, -0.4047, 0.2040, -0.2683, -0.2344, -0.2108, -0.2248, -0.1653, -0.1366, 0.1814, -0.2450, -0.2553, -0.2103, -0.2135, -0.2045, -0.1926, 0.2106, 0.2505, 0.2021, 0.2512, 0.1938, 0.1974, 0.2331, 0.1772, 0.2414, 0.2329, 0.2078, 0.2022, 0.2035, 0.2174, 0.2094, 0.2044, 0.2038, 0.2161, -1.0229, 2.4339, -1.1343, -1.1614, -0.3877, -0.1815, -0.2131, -0.2161, -0.2180, -0.2553, 2.4115, -0.9610, -1.0064, -0.9838, 0.5003, 0.2403, 0.2060, 0.2057, 0.2273],
  "e_homo_ev": [-4.822, -4.936],
  "multiplicity": 4,
  "orbital_gap_ev": [7.459, 7.577],
  "s2": 3.80,
  "charge": -1
}